43
Properties=species:S:1:pos:R:3:forces:R:3:mulliken_charge:R:1 method="wB97M-V/def2-TZVPD" gap_ev=6.48 homo_ev=-7.4 e_above_lowest_kcal_mol=0.0 energy_ev=-66861.86399
Pd -0.155667 0.238675 -0.415963 0.19 0.68 -0.03 0.32
C 3.905159 -0.122497 -1.602522 0.07 -0.03 0.07 -1.38
C 2.424077 -0.054246 -1.485216 -0.33 0.07 -0.18 0.49
N 1.775389 -0.059170 -0.372036 0.42 -0.27 0.16 0.28
N 2.379931 -0.085037 0.852398 -0.01 -0.04 -0.33 -1.15
C 1.454757 0.054409 1.789767 -0.18 -0.12 0.17 0.87
O 0.194556 0.183315 1.585739 -0.01 0.14 0.05 -0.96
C 1.909744 0.050095 3.206161 0.03 0.01 -0.11 0.43
C 3.239213 -0.208009 3.535631 -0.05 0.02 -0.02 -0.22
C 3.634563 -0.205724 4.862263 -0.01 0.00 0.01 -0.65
C 2.707405 0.056075 5.863824 0.07 -0.01 0.01 -0.36
C 1.385479 0.314949 5.536794 -0.06 0.01 -0.02 -0.59
C 0.983811 0.310916 4.209850 0.00 0.00 0.04 -0.48
C 1.542322 0.063835 -2.674319 0.09 -0.09 0.25 0.69
C 2.007497 0.028166 -3.977856 -0.16 0.00 0.00 -0.54
C 1.092752 0.129741 -5.020194 0.07 -0.02 0.08 -0.39
C -0.252949 0.257830 -4.734465 -0.08 0.01 -0.03 -0.85
C -0.657082 0.301408 -3.407901 0.12 0.07 0.01 0.01
N 0.217498 0.217445 -2.412592 -0.03 0.00 -0.10 0.02
H 4.342196 -0.237594 -0.614760 -0.01 0.01 0.00 0.34
H 4.300806 0.784811 -2.062737 0.00 0.01 -0.01 0.31
H 4.199320 -0.971577 -2.222595 0.01 0.01 0.00 0.35
H 3.947853 -0.406389 2.744247 0.01 0.00 0.00 0.42
H 4.667146 -0.406728 5.115834 0.00 0.00 0.01 0.38
H 3.017737 0.059217 6.900841 0.01 0.00 0.00 0.38
H 0.664156 0.522482 6.316247 0.00 0.00 0.00 0.39
H -0.042551 0.510913 3.936497 0.00 0.00 0.00 0.43
H 3.063432 -0.084119 -4.174505 0.01 0.00 0.02 0.37
H 1.439195 0.102469 -6.044370 -0.02 0.00 -0.02 0.42
H -0.994374 0.336692 -5.516206 0.02 0.00 -0.01 0.41
H -1.688637 0.436964 -3.110620 0.00 0.00 -0.02 0.36
Cl -2.147005 -1.822447 -0.408815 -0.15 -0.27 -0.01 -0.15
C -3.626698 -0.895696 -0.487285 0.27 -0.01 0.00 0.73
C -4.803240 -1.622653 -0.510596 -0.08 0.08 0.00 -0.80
C -6.015709 -0.957407 -0.574988 0.04 0.00 0.00 -0.30
C -6.022365 0.426842 -0.618022 0.04 -0.01 0.00 -0.74
C -4.828412 1.123407 -0.594311 -0.03 0.21 -0.01 0.37
Cl -4.918438 2.861819 -0.657847 -0.01 -0.08 0.00 -0.23
C -3.569354 0.504118 -0.523996 -0.10 -0.16 -0.01 -0.09
S -2.127892 1.488786 -0.496552 -0.08 -0.12 0.02 -0.06
H -4.754437 -2.701289 -0.474676 -0.01 -0.02 0.00 0.40
H -6.944744 -1.509245 -0.590701 -0.01 -0.02 0.00 0.36
H -6.946456 0.984465 -0.669437 -0.03 -0.02 0.00 0.40


47
Properties=species:S:1:pos:R:3:forces:R:3:mulliken_charge:R:1 method="wB97M-V/def2-TZVPD" gap_ev=8.34 homo_ev=-8.9 e_above_lowest_kcal_mol=0.0 energy_ev=-71387.09276
O 1.478301 2.797271 7.130558 0.62 -0.74 -1.62 -0.67
Cl 1.919461 0.972978 -3.244709 -0.39 0.09 0.24 -0.20
Cl -1.363684 -3.453038 -1.998712 0.86 1.11 -0.41 -0.21
N 1.405959 1.231446 3.354047 2.65 -1.10 -2.93 -0.39
N -5.730448 2.349092 -0.498186 1.21 -1.76 0.26 -0.58
N -2.019643 1.173601 0.015890 0.31 -0.38 0.15 -0.56
N -4.509417 0.907073 -2.675203 -0.65 1.15 1.05 -0.56
N -1.768371 0.012103 -2.017322 -1.33 -0.83 -1.14 -0.47
O 2.685103 -3.654467 -5.236774 -0.15 -0.17 2.40 -0.45
S -0.953541 1.892816 2.946718 -2.04 0.43 -0.32 -0.25
C 1.655080 2.262390 6.015107 0.20 1.52 3.43 0.31
C 0.426612 1.728071 3.941591 -2.14 1.29 1.89 0.55
C 1.106494 1.026095 1.999631 1.23 -1.06 1.29 -0.99
C -0.131271 1.207137 1.550075 -1.18 1.08 1.78 0.62
C -2.519216 0.730514 -1.161241 4.24 -1.32 -0.71 0.06
C -6.390691 2.091140 -1.611620 0.34 -1.31 -1.16 -0.24
C -5.783264 1.376695 -2.696254 1.33 -0.03 0.68 -0.09
C -4.486981 1.741960 -0.394730 -2.43 1.93 -2.07 -0.31
C -0.777437 0.806581 0.303468 0.84 -0.52 -1.19 0.60
C -3.849349 1.144710 -1.512767 -2.72 0.48 1.50 0.78
C -0.525836 -0.438075 -1.764954 -1.79 3.48 3.02 -0.81
C 0.018401 0.018132 -0.576628 0.21 0.16 0.83 -0.55
C 2.186439 -1.521924 -4.147172 -0.16 -0.05 -0.64 -0.58
C 0.773123 -3.446023 -3.612660 1.41 3.84 0.00 -0.77
C 1.404123 -0.667729 -3.325115 -0.13 -2.28 -0.54 0.67
C -0.007624 -2.609402 -2.809602 0.63 0.46 -0.37 0.33
C 1.893918 -2.895016 -4.301988 0.01 0.10 -0.50 0.50
C 0.278046 -1.200566 -2.650384 0.77 -2.48 -1.69 0.74
N 0.451474 2.089938 5.301104 -1.40 1.54 -0.89 -0.16
N 2.933549 1.899669 5.606023 -2.22 -0.79 -0.83 -0.17
C 3.093072 -4.930885 -4.585910 -2.16 0.43 0.57 -0.88
C 3.938054 1.744522 6.627150 1.17 -2.42 0.19 -0.83
H 1.846585 0.562967 1.422428 1.15 -0.41 -0.66 0.52
H -7.477630 2.264201 -1.660801 0.68 0.58 -0.01 0.37
H -6.288325 1.206162 -3.637517 -0.30 -0.02 0.13 0.45
H -4.020388 1.898021 0.546064 0.41 -0.08 0.34 0.60
H 1.053804 -0.203165 -0.294853 -0.52 -0.08 -0.18 0.20
H 2.944290 -1.048797 -4.807346 -0.38 -0.58 0.77 0.37
H 0.419032 -4.378883 -3.776707 -0.65 -2.91 -0.41 0.51
H -0.327951 2.793448 5.677335 2.48 -2.33 -1.05 0.31
H 2.892422 1.228695 4.855975 0.31 0.00 -0.32 0.37
H 3.341304 -4.800509 -3.548929 0.48 0.77 0.54 0.37
H 3.896418 -5.518605 -4.997091 0.11 0.48 -1.10 0.32
H 2.173496 -5.523266 -4.482189 0.37 -0.31 -0.59 0.28
H 3.621731 1.109189 7.500599 0.12 0.49 -0.90 0.26
H 4.145663 2.686164 6.986096 0.51 2.09 1.11 0.32
H 4.949117 1.337572 6.247504 -1.90 0.48 0.08 0.31


41
Properties=species:S:1:pos:R:3:forces:R:3:mulliken_charge:R:1 method="wB97M-V/def2-TZVPD" gap_ev=5.17 homo_ev=-3.2 total_charge=-1 e_above_lowest_kcal_mol=0.0 energy_ev=-70064.45720
Na -0.707396 0.891458 -0.051315 0.27 -0.38 0.00 0.77
Cl 0.578496 3.861177 0.050540 -0.56 0.22 -0.16 -0.20
C -1.001264 4.678633 -0.049711 -0.04 0.08 0.14 -0.38
Cl -2.356207 3.494865 0.003515 0.28 0.21 0.00 -0.20
H -1.099800 5.224798 -0.981832 0.05 -0.04 0.02 0.28
H -1.103986 5.330025 0.811509 -0.13 0.00 -0.05 0.27
S -3.926529 -2.816392 0.008482 -0.03 -0.21 0.00 -0.37
C -4.958463 -1.436407 0.003668 -0.20 -0.02 0.00 0.99
C -6.348843 -1.373860 0.008520 0.02 0.01 0.00 -0.70
C -6.954645 -0.130515 0.000208 0.06 0.05 0.00 -0.38
C -6.178851 1.034046 -0.012542 0.01 -0.08 0.00 -0.73
C -4.798385 0.965119 -0.016628 -0.08 0.01 0.00 0.32
C -4.173016 -0.281709 -0.008547 0.40 0.13 0.02 -0.67
N -2.795182 -0.494336 -0.010706 -0.51 -0.01 -0.02 -0.43
C -2.514937 -1.767108 -0.007109 0.46 0.05 -0.02 0.19
C -1.153264 -2.352366 -0.028734 -0.56 0.09 0.02 1.56
C -1.040482 -3.751913 -0.007440 0.11 -0.12 0.00 -0.69
C 0.211455 -4.331176 -0.040226 -0.01 0.15 -0.01 -0.71
C 1.328781 -3.492302 -0.095711 0.02 -0.03 0.00 -0.46
C 1.181052 -2.113214 -0.111611 0.01 -0.07 0.00 -0.07
C -0.066790 -1.467604 -0.076777 -0.11 0.15 -0.04 -0.89
H -6.943468 -2.278401 0.017727 0.01 0.00 0.00 0.37
H -8.034545 -0.058329 0.002934 0.00 0.00 0.00 0.37
H -6.663911 2.001814 -0.019083 -0.01 0.00 0.00 0.39
H -4.204011 1.866236 -0.026955 -0.04 -0.05 0.00 -0.12
H -1.915499 -4.396103 0.034043 0.01 0.03 0.01 0.24
H 0.320227 -5.408758 -0.024754 0.02 -0.01 0.00 0.36
H 2.323103 -3.928969 -0.124705 -0.01 -0.02 0.00 0.35
H 2.076536 -1.497136 -0.150317 0.01 -0.01 0.01 0.10
Te 2.486289 1.525898 0.288246 0.62 -0.07 0.10 -0.03
C 4.584629 1.297617 0.155884 0.02 -0.13 0.01 -0.25
C 5.393618 2.350533 -0.280307 0.12 -0.04 0.00 -0.34
C 6.775210 2.216423 -0.364090 -0.08 0.04 -0.01 -0.46
C 7.393042 1.022876 -0.015495 -0.07 -0.02 0.02 -0.38
C 6.603690 -0.035689 0.418692 -0.07 0.03 0.00 -0.52
C 5.222618 0.099777 0.503445 0.04 0.08 -0.03 -0.19
H 4.928324 3.288344 -0.557575 0.00 0.00 0.00 0.30
H 7.372017 3.055193 -0.706514 0.00 0.00 0.00 0.32
H 8.469554 0.919576 -0.080204 0.00 -0.01 0.00 0.34
H 7.066515 -0.976812 0.694844 -0.01 -0.01 0.00 0.33
H 4.624315 -0.735306 0.846637 -0.01 0.00 0.00 0.34


52
Properties=species:S:1:pos:R:3:forces:R:3:mulliken_spin:R:1 method="wB97M-V/def2-TZVPD" gap_ev="6.82 / 6.70" homo_ev="-18.3 / -18.4" multiplicity=3 total_charge=+3 energy_ev=-85770.33215
Mo 0.743596 0.263212 -0.123080 -0.01 0.01 -0.10 2.05
C -0.137792 0.294993 2.789683 -0.01 0.00 0.00 0.01
C -0.380135 1.680279 2.169680 0.00 0.00 0.00 0.00
N -0.767985 1.534045 0.730024 0.03 -0.03 0.02 -0.02
C -2.151832 0.965221 0.565737 0.00 -0.01 -0.01 0.01
C -2.225106 -0.007224 -0.604136 -0.01 0.01 0.01 0.01
N -1.017675 -0.904623 -0.681809 -0.02 0.01 0.00 -0.04
C -1.067692 -2.157701 0.136516 -0.01 0.01 0.03 0.00
C -0.914786 -1.794520 1.595229 0.01 -0.01 -0.03 0.01
N 0.161878 -0.749158 1.731579 -0.01 -0.04 -0.04 -0.04
H 0.703911 0.347453 3.476114 0.00 0.00 0.00 0.00
H -0.998202 -0.047030 3.360841 0.00 0.00 0.00 0.00
H -1.156514 2.217966 2.715682 0.00 0.00 0.00 0.01
H 0.520789 2.291802 2.202276 0.00 0.00 0.00 -0.01
H -0.737622 2.461092 0.304401 0.00 0.00 0.00 0.01
H -2.426534 0.489825 1.503217 0.00 0.00 0.00 0.00
H -2.863883 1.775728 0.411063 0.00 0.00 0.00 0.00
H -3.131930 -0.610658 -0.537069 0.00 0.00 0.00 0.00
H -2.263586 0.538897 -1.545525 0.00 0.00 0.00 0.00
H -0.951940 -1.200494 -1.656134 0.01 0.00 0.00 0.00
H -2.001252 -2.692774 -0.045041 0.00 0.00 0.00 0.00
H -0.246362 -2.790802 -0.202176 0.00 0.00 0.00 0.00
H -1.839542 -1.397912 2.003649 0.00 0.00 0.00 0.00
H -0.654721 -2.670253 2.189010 0.00 0.00 0.00 0.00
H 1.013931 -1.224281 2.029366 0.00 0.00 0.00 0.00
Cl 5.197599 1.243151 -0.079116 0.02 -0.02 -0.02 0.01
C 4.080497 2.145512 0.972791 -0.02 0.04 0.02 0.01
Cl 4.034225 3.840621 0.562920 0.01 0.00 0.00 0.00
Cl 4.434554 1.882215 2.664367 0.00 -0.01 0.00 0.00
C 2.752149 1.502465 0.630402 -0.03 -0.05 -0.02 0.02
O 1.979871 1.926519 -0.288591 0.08 -0.04 -0.02 -0.02
O 2.328854 0.436965 1.197920 0.01 0.10 0.03 -0.03
F 2.829972 0.455138 -6.802313 0.02 0.02 -0.02 0.00
C 2.417558 -0.343241 -5.859021 -0.07 0.02 -0.01 0.01
C 3.171029 -1.361956 -5.383292 0.01 -0.06 0.03 0.00
F 4.366436 -1.620741 -5.830342 0.03 0.01 -0.02 0.00
C 2.740749 -1.948966 -4.106977 -0.07 -0.01 -0.14 0.02
C 1.288609 -2.046660 -3.912692 -0.06 -0.05 -0.02 0.00
C 0.554537 -1.050171 -4.375157 -0.02 -0.01 -0.05 0.00
F -0.746137 -0.932460 -4.136660 0.02 0.01 0.02 0.00
C 1.263638 0.050421 -5.040424 0.03 -0.13 -0.04 0.00
C 1.039433 1.314748 -4.580382 -0.04 0.19 0.21 0.01
C 0.532211 1.297532 -3.238113 -0.10 -0.16 -0.09 0.04
N 0.308603 1.034216 -2.137067 0.10 0.05 0.06 -0.02
C 1.609853 2.519314 -5.081363 0.08 0.03 -0.06 0.00
N 2.089067 3.489990 -5.465762 -0.04 0.00 0.03 0.00
F 0.802409 -3.023580 -3.164221 0.01 0.01 0.00 0.00
C 3.521871 -2.041069 -2.996878 -0.01 -0.02 0.24 -0.01
C 2.777164 -1.743611 -1.802831 0.12 0.12 -0.01 0.08
N 2.098963 -1.231095 -1.023976 -0.15 0.01 0.00 -0.09
C 4.941655 -1.952925 -2.941284 0.10 0.03 -0.06 0.00
N 6.083928 -1.841689 -2.889875 -0.03 -0.01 0.05 -0.01


44
Properties=species:S:1:pos:R:3:forces:R:3:mulliken_charge:R:1 method="wB97M-V/def2-TZVPD" smiles=FC(F)(F)c1ccc(CNc2ccc(Cc3c[nH]c4ncc(Cl)cc34)cn2)cn1 gap_ev=8.81 homo_ev=-8.2 e_above_lowest_kcal_mol=0.9 energy_ev=-49110.35472
F -3.219038 0.991229 1.474193 0.19 -0.07 0.13 -0.27
C -3.095352 1.742700 0.362711 -0.45 -0.12 0.13 0.88
F -3.576945 1.020872 -0.646112 0.16 -0.03 -0.17 -0.25
F -3.933352 2.785891 0.531993 0.06 0.24 0.01 -0.29
C -1.674712 2.206684 0.154498 0.10 0.19 0.06 -0.12
C -1.155516 3.225322 0.943878 0.02 -0.13 -0.16 -0.59
C 0.161881 3.590041 0.729664 -0.02 -0.17 -0.20 -0.76
C 0.903783 2.951569 -0.258530 -0.27 0.05 0.06 0.84
C 2.350711 3.325083 -0.476841 0.04 0.10 0.15 -1.03
N 3.113045 2.354893 -1.220909 0.01 0.26 -0.29 -0.21
C 3.177078 1.073807 -0.728954 0.28 -0.40 0.08 0.26
C 3.651196 0.020450 -1.519545 -0.12 0.07 0.02 -0.75
C 3.638268 -1.250270 -0.988515 -0.04 0.14 0.23 -0.41
C 3.172446 -1.452207 0.308753 0.25 0.10 -0.08 0.38
C 2.973917 -2.824280 0.888306 -0.15 -0.05 0.13 -0.81
C 1.536521 -2.979429 1.283346 0.18 -0.24 0.29 0.22
C 1.042610 -3.474733 2.454991 0.25 0.01 -0.16 -1.12
N -0.326232 -3.398357 2.470780 -0.18 -0.17 0.40 0.05
C -0.744320 -2.831802 1.310070 0.18 0.38 -0.85 -0.66
N -1.998355 -2.570085 0.973105 -0.06 -0.21 0.50 -0.65
C -2.173281 -2.006008 -0.203325 0.04 0.06 -0.17 -0.50
C -1.117700 -1.706651 -1.073993 0.23 -0.09 0.14 0.09
Cl -1.470985 -1.009070 -2.609706 -0.09 0.00 -0.33 -0.21
C 0.192965 -1.972664 -0.726732 -0.30 -0.01 0.07 -0.38
C 0.405576 -2.555057 0.520405 -0.62 -0.12 0.25 1.37
C 2.794750 -0.325167 1.024930 0.15 -0.38 -0.09 -0.40
N 2.793399 0.899696 0.533492 0.05 0.47 -0.20 -0.32
C 0.260327 1.962245 -0.998315 0.27 0.29 0.09 -0.24
N -0.987317 1.592388 -0.790420 -0.54 -0.10 0.08 -0.19
H -1.761740 3.710568 1.692022 -0.06 0.03 0.08 0.42
H 0.617524 4.365595 1.327953 0.05 0.08 0.09 0.46
H 2.818435 3.426084 0.507511 -0.09 0.16 -0.12 0.40
H 2.416720 4.287645 -0.992238 0.04 -0.09 0.05 0.44
H 3.099345 2.438062 -2.224599 0.02 -0.01 0.07 0.32
H 3.985988 0.208436 -2.528304 0.07 0.00 -0.11 0.38
H 3.974729 -2.090106 -1.581778 -0.01 -0.08 -0.05 0.38
H 3.602968 -2.966361 1.770576 0.05 -0.10 -0.06 0.35
H 3.252141 -3.578958 0.146308 0.07 0.03 0.06 0.31
H 1.573399 -3.886308 3.292568 0.11 -0.04 0.13 0.44
H -0.932096 -3.688843 3.218430 0.02 0.04 -0.06 0.21
H -3.192219 -1.777075 -0.477208 -0.07 0.07 -0.16 0.45
H 1.002874 -1.737580 -1.398463 0.04 0.06 -0.09 0.71
H 2.453641 -0.409052 2.049273 -0.06 -0.14 0.09 0.39
H 0.758281 1.428923 -1.795650 0.21 -0.04 -0.05 0.42


44
Properties=species:S:1:pos:R:3:forces:R:3:mulliken_spin:R:1 method="wB97M-V/def2-TZVPD" gap_ev="5.24 / 7.97" homo_ev="-5.2 / -7.9" multiplicity=6 e_above_lowest_kcal_mol=18.9 energy_ev=-61032.26151
Pm -0.421877 0.804263 0.251920 -0.57 -0.56 0.72 4.04
O 3.087846 1.799971 -1.589733 0.02 -0.34 0.09 0.08
C 2.079587 1.176557 -1.268977 0.86 -0.21 -0.35 0.00
O 0.923390 1.829097 -1.095640 0.44 -1.05 -0.33 0.00
C 2.151564 -0.329872 -1.024854 -1.57 0.92 0.34 0.38
C 3.347740 -1.065237 -1.152581 -0.81 2.05 0.28 -0.14
C 3.336178 -2.396867 -0.859500 2.43 0.77 -0.35 0.30
C 2.169806 -3.071776 -0.439762 -1.51 0.64 -0.31 -0.03
C 2.096291 -4.373652 0.025777 0.99 -0.31 -0.39 0.05
C 0.927528 -4.963576 0.432267 -0.19 -1.06 0.96 0.00
C -0.290243 -4.275870 0.353232 1.15 0.24 -0.88 0.06
C -0.269119 -3.023727 -0.241956 0.90 0.45 0.43 0.00
C 0.936162 -2.342778 -0.494645 0.39 0.61 0.66 0.02
N 0.921442 -0.929651 -0.594311 1.26 -0.58 -1.07 0.20
H 4.257989 -0.434494 -1.354014 -0.98 -1.11 -0.08 -0.01
H 4.363016 -2.762181 -0.953280 -0.64 -1.08 0.39 0.02
H 3.038145 -4.917957 0.067773 -0.20 -0.10 0.08 0.00
H 1.045018 -5.979896 0.866050 -0.56 0.80 -0.31 0.00
H -1.205341 -4.674541 0.713574 -0.62 -0.51 0.08 0.01
H -1.139894 -2.445781 -0.438317 -0.92 0.23 0.18 0.00
O -2.163800 -0.387683 1.506388 0.74 0.86 -0.49 -0.01
N -3.359128 -0.488273 0.950285 0.51 0.72 -0.59 0.00
C -4.124536 -1.451503 1.426467 -0.64 -2.20 0.29 0.00
C -5.355472 -1.797998 0.919386 0.46 1.88 -0.25 0.00
C -5.879455 -0.999374 -0.093705 0.94 1.02 -0.22 0.00
C -5.035444 0.001587 -0.624544 -0.90 -0.91 1.30 0.00
C -3.766533 0.301904 -0.082844 -0.78 0.23 -1.17 0.00
S -2.893433 1.619923 -0.873201 0.25 -0.88 1.00 -0.01
H -3.641301 -2.090884 2.157449 0.00 0.44 0.14 0.00
H -5.922050 -2.516278 1.426152 -0.64 -1.11 0.45 0.00
H -6.925461 -1.083585 -0.382648 0.38 -0.11 -0.31 0.00
H -5.388060 0.654147 -1.392503 -0.11 0.20 -0.39 0.00
O 0.570159 2.447841 1.645299 -0.81 -1.23 0.61 0.00
N 1.250881 3.377768 1.048337 0.21 0.93 -0.43 0.00
C 0.592215 4.359811 0.421446 -1.51 0.44 0.08 0.00
C 1.270871 5.277067 -0.331924 -0.61 0.07 -0.40 0.00
C 2.635898 5.111857 -0.427239 1.21 2.66 -1.86 0.00
C 3.324283 4.208241 0.287939 1.12 -1.49 0.77 0.00
C 2.568962 3.312670 0.991655 1.28 -2.22 1.05 0.00
H -0.508907 4.317636 0.533665 0.91 0.08 -0.06 0.00
H 0.720325 6.050254 -0.893994 0.44 -0.58 0.41 0.00
H 3.239774 5.735500 -1.106916 -0.63 -0.06 0.35 0.00
H 4.424401 4.039347 0.276236 -1.13 0.38 -0.28 0.00
H 3.010590 2.377981 1.415801 -0.56 1.10 -0.12 0.00